1.
The following is a quantum chemistry calculation of C4H6N2O as an isolated structure, from OMol25.

Last column: natural (NBO) charge in e.
CARTESIAN COORDINATES (ANGSTROEM)
N1 -1.99505 0.20865 -0.49552  -0.830
C1 -0.66228 -0.03812 -0.10424  0.200
C2 0.33881 0.81168 0.30738  0.076
O1 0.21750 2.18115 0.18517  -0.671
C3 1.52479 0.06494 0.53954  -0.342
C4 1.18988 -1.23813 0.28375  -0.062
N2 -0.12519 -1.29060 -0.10296  -0.501
H1 -2.04058 1.12546 -0.93315  0.378
H2 -2.57898 0.27909 0.33478  0.372
H3 0.47743 1.67081 -0.75288  0.516
H4 2.48851 0.44809 0.85031  0.234
H5 1.78653 -2.13259 0.34244  0.212
H6 -0.62136 -2.09044 -0.45462  0.418

Properties
HOMO energy	-7.977	eV
ΔE to the lowest compared entry with this formula, charge and spin	63.0	kcal/mol
LUMO level	0.80	eV
HOMO-LUMO gap	8.77	eV

---

2.
The following is a quantum chemistry calculation of the molecule C4H6N2O, from OMol25.

Last column: natural (NBO) charge in e.
CARTESIAN COORDINATES (ANGSTROEM)
O1 0.22742 2.43953 0.03306  -0.594
C1 -0.04926 1.53778 0.92445  0.464
N1 0.32433 0.21400 0.41140  -0.288
C2 0.02191 -1.00910 0.92323  -0.025
C3 -0.21548 -1.94028 -0.00857  -0.298
C4 -0.14571 -1.32297 -1.32176  -0.250
N2 0.09460 0.05936 -0.86372  -0.459
H1 -0.48653 1.67016 2.12550  0.182
H2 -0.34181 -1.21635 2.12814  0.223
H3 -0.61128 -2.98153 0.39076  0.238
H4 -1.19200 -1.24816 -1.85723  0.223
H5 0.75675 -2.08368 -1.80107  0.192
H6 -0.54573 0.83724 -1.18845  0.392

Properties
HOMO energy	-7.509	eV
ΔE to the lowest compared entry with this formula, charge and spin	141.9	kcal/mol
LUMO level	0.67	eV
HOMO-LUMO gap	8.17	eV
SMILES	O=CN1C=CCN1

---

3.
The following is a quantum chemistry calculation of the molecule C4H6N2O, from OMol25.

Last column: natural (NBO) charge in e.
CARTESIAN COORDINATES (ANGSTROEM)
N1 1.81049 0.92610 0.03995  -0.836
C1 0.50202 0.40990 -0.05015  0.107
C2 -0.01165 -0.83530 0.07389  0.284
O1 0.75864 -1.92591 0.28731  -0.660
C3 -1.45650 -0.80036 -0.03315  -0.479
C4 -1.96491 0.41790 -0.37258  -0.132
N2 -0.66364 1.26525 -0.21657  -0.609
H1 2.35290 0.77590 -0.80754  0.372
H2 2.31873 0.48512 0.80081  0.379
H3 0.18846 -2.70015 0.37069  0.488
H4 -2.09279 -1.66777 0.10301  0.217
H5 -1.19102 1.57178 0.62610  0.444
H6 -0.55074 2.07755 -0.82176  0.426

Properties
HOMO energy	-8.182	eV
ΔE to the lowest compared entry with this formula, charge and spin	98.6	kcal/mol
LUMO level	0.62	eV
HOMO-LUMO gap	8.80	eV

---

4.
The following is a quantum chemistry calculation of C4H6N2O as an isolated structure, from OMol25.

Last column: natural (NBO) charge in e.
CARTESIAN COORDINATES (ANGSTROEM)
C1 -1.20926 0.48877 0.30832  0.193
C2 0.58993 -0.19411 -0.12304  0.296
N1 0.33306 -1.41722 -0.71952  -0.835
C3 -0.75171 1.40770 -0.60879  0.087
C4 1.59010 -0.00511 0.79641  -0.394
N2 -2.21717 0.23550 1.01004  -0.619
O1 0.46249 1.03011 -1.01932  -0.464
H1 1.15186 -1.87185 -1.09964  0.375
H2 -0.46711 -1.44229 -1.33419  0.388
H3 -2.21389 -0.67085 1.47630  0.366
H4 -1.21341 2.29062 -1.03179  0.197
H5 1.86651 0.99545 1.08311  0.209
H6 2.07861 -0.84672 1.26212  0.200

Properties
HOMO energy (alpha / beta)	-7.486 / -7.801	eV
ΔE to the lowest compared entry with this formula, charge and spin	125.7	kcal/mol
LUMO level (alpha / beta)	-0.30 / -0.70	eV
HOMO-LUMO gap (alpha / beta)	7.18 / 7.10	eV

---

no.,calculated total energy (eV)
1,-9270.770
2,-9267.348
3,-9269.228
4,-9268.051